# 1
This record from the OMol25 dataset describes an isolated ion of composition CH6BClO3P and charge -1. The level of theory is ωB97M-V/def2-TZVPD.

XYZ file:
```
13
Properties=species:S:1:pos:R:3:forces:R:3
O -0.3785 0.7388 1.8835 -0.085 -0.042 -0.020
P -0.2788 -0.3831 0.9291 0.018 0.012 0.039
O 1.1021 -1.2022 1.1289 -0.155 -0.088 0.252
O -1.3782 -1.5391 1.2552 0.119 -0.061 -0.030
C -0.4477 -0.1272 -0.8057 0.092 0.127 -0.105
B 0.3152 1.2082 -1.3943 -0.134 -0.090 -0.070
Cl 2.1485 1.2745 -0.7301 0.081 0.000 0.023
H 1.7515 -0.5878 1.4929 0.114 0.089 -0.220
H -1.4239 -1.6451 2.2130 -0.045 0.013 -0.004
H -0.0619 -1.0269 -1.2947 -0.071 -0.035 0.086
H -1.5166 -0.0484 -1.0269 0.024 0.015 -0.004
H -0.2329 2.2287 -1.0488 0.055 0.009 0.044
H 0.4011 1.1098 -2.6022 -0.014 0.051 0.010
```
Forces are in eV/Å.

Properties
- energy above the lowest of the compared OMol25 structures with the same formula, charge and spin (eV) = 0.0000
- electronic energy (Eh) = -1094.03518
- orbital gap (eV) = 8.56
- HOMO energy (Eh) = -0.1853
- net charge = -1

Atomic partial charges in e from the natural (NBO) method, atoms 1 to 6:
1 O -1.129
2 P 2.357
3 O -1.010
4 O -1.001
5 C -1.097
6 B -0.056

# 2
This record from the OMol25 dataset describes a single C3H3IN2O molecule. The level of theory is ωB97M-V/def2-TZVPD.

XYZ file:
```
10
Properties=species:S:1:pos:R:3:forces:R:3
C -1.1480 0.6747 -0.1818 -0.331 0.067 -0.035
C 0.2894 0.7748 0.1451 2.230 -1.414 0.768
O 0.9473 1.7552 0.2997 -0.403 0.197 -0.132
N 1.0344 -0.5432 0.3493 -1.105 2.157 -0.182
I 3.0381 -0.4564 0.6744 -0.128 -0.061 -0.029
C 0.4481 -1.6595 -0.0374 0.303 0.085 -0.049
N -0.1232 -2.5806 -0.4115 -0.464 -0.883 -0.215
H -1.5879 -0.2685 0.1250 -0.039 -0.008 -0.022
H -1.6470 1.5163 0.2979 0.003 -0.073 -0.049
H -1.2512 0.7873 -1.2608 -0.066 -0.068 -0.055
```
Forces are in eV/Å.

Properties
- energy above the lowest of the compared OMol25 structures with the same formula, charge and spin (eV) = 0.2932
- electronic energy (Eh) = -598.52530
- orbital gap (eV) = 8.77
- HOMO energy (Eh) = -0.3565
- net charge = 0

Atomic partial charges in e from the natural (NBO) method, atoms 1 to 6:
1 C -0.733
2 C 0.726
3 O -0.523
4 N -0.704
5 I 0.418
6 C 0.392

# 3
This record from the OMol25 dataset describes C11H14BCaN7O as an isolated structure. The level of theory is ωB97M-V/def2-TZVPD.

XYZ file:
```
35
Properties=species:S:1:pos:R:3:forces:R:3
H -0.9255 -0.9414 -2.7957 0.409 0.459 -0.204
N 0.6165 0.0149 -1.6714 0.007 1.012 -0.745
B 2.4978 1.5872 -0.9466 -0.821 -0.679 1.046
N 1.5964 0.9355 -2.0246 -0.838 -1.326 0.008
C 1.5638 1.1693 -3.3459 -0.705 -0.658 0.134
Ca 0.4214 -0.7713 0.8930 -4.357 1.111 1.414
H 2.2705 1.8532 -3.8027 -0.199 -0.183 0.067
C 0.5269 0.4069 -3.8847 -0.021 0.238 0.152
H 0.2531 0.3170 -4.9125 -0.124 0.131 -0.333
C -0.0767 -0.2497 -2.7973 1.502 0.445 0.025
H 3.3682 2.2618 -1.3971 0.054 0.087 -0.195
C 0.7498 -0.0493 3.1243 -0.800 -0.398 -0.145
H 0.5182 -1.0117 3.5946 0.000 0.045 0.783
H -0.0005 0.7158 3.4072 0.503 -0.455 0.286
H 1.7729 0.2448 3.3577 -0.063 0.144 0.129
N 3.1150 0.4185 -0.0945 -0.931 -1.709 0.821
N 1.5658 2.3756 -0.0001 -0.998 -0.444 0.493
N 2.3237 -0.6164 0.4836 7.805 0.871 -1.884
N 0.6040 1.6752 0.7072 0.532 1.238 -0.208
C 4.4048 0.1907 0.1611 -0.436 -0.481 -0.003
C 1.4738 3.6943 0.2576 -0.920 -0.654 0.475
H 5.1422 0.8783 -0.2553 -0.155 -0.350 0.379
H 2.1313 4.3736 -0.2524 0.055 0.213 0.116
C 4.5209 -0.9955 0.8899 -0.311 -0.430 -0.008
C 0.4229 3.8728 1.1641 0.463 0.054 -0.213
C 3.2091 -1.4919 1.0499 0.050 2.337 -0.958
C -0.0635 2.5824 1.4321 0.605 -0.184 -0.597
H 5.4236 -1.4660 1.2383 0.050 0.069 -0.010
H 0.0811 4.7967 1.5961 0.036 0.047 -0.014
H 2.8269 -2.3642 1.5660 0.241 0.069 0.029
H -0.8147 2.2473 2.1501 0.264 0.272 -0.435
H -0.4150 -1.7418 -1.2538 -0.963 -0.293 0.767
O -3.4113 -1.4013 -0.4381 1.805 -0.631 -0.033
C -2.2734 -1.6742 -0.4996 -1.150 0.548 -0.246
N -1.0793 -1.9461 -0.4676 -0.591 -0.515 -0.894
```
Forces are in eV/Å.

Properties
- energy above the lowest of the compared OMol25 structures with the same formula, charge and spin (eV) = 0.0000
- electronic energy (Eh) = -1588.59043
- orbital gap (eV) = 6.24
- HOMO energy (Eh) = -0.2279
- net charge = 0

Atomic partial charges in e from the natural (NBO) method, atoms 1 to 6:
1 H 0.194
2 N -0.387
3 B 0.559
4 N -0.322
5 C 0.008
6 Ca 1.708

# 4
This record from the OMol25 dataset describes C32H51N7O2STi as an isolated structure. The level of theory is ωB97M-V/def2-TZVPD.

XYZ file:
```
94
Properties=species:S:1:pos:R:3:forces:R:3
Ti 0.4512 0.1369 1.4654 -0.720 0.512 0.187
C 2.3722 2.5420 2.6900 0.026 -0.052 0.097
C 2.9669 3.2182 1.4639 0.046 0.032 -0.054
C 2.6355 2.7271 0.0739 -0.172 -0.050 0.033
C 3.3977 3.2029 -0.9847 0.030 0.036 0.067
C 3.0147 2.9112 -2.2801 -0.013 -0.007 -0.114
C 1.8725 2.1595 -2.4854 -0.083 -0.029 0.015
C 1.1839 1.6968 -1.3730 -0.001 0.052 -0.304
N 1.5602 1.9545 -0.1253 0.312 -0.123 0.228
N 0.9482 2.1932 2.6441 -0.058 -0.141 -0.060
C 0.4888 1.8654 4.0055 -0.253 -0.023 0.058
C -0.8385 1.1789 3.9490 0.028 0.254 0.149
C -1.9061 1.5227 4.7579 0.074 0.037 -0.013
C -3.0922 0.8095 4.7072 -0.029 0.074 0.069
C -3.1361 -0.2821 3.8231 0.036 -0.099 -0.071
C -2.0537 -0.5872 3.0484 -0.214 -0.169 -0.007
N -0.8841 0.1278 3.0655 0.642 -0.344 -0.575
C 0.0794 3.2305 2.0601 -0.142 0.017 -0.103
C -1.1976 2.6547 1.5133 0.013 0.194 0.150
C -2.3792 3.3667 1.5661 -0.009 -0.147 -0.018
C -3.5316 2.8700 0.9709 -0.074 0.078 0.033
C -3.4344 1.6345 0.3095 0.123 0.006 0.024
C -2.2392 0.9667 0.2880 -0.194 0.100 0.036
N -1.1001 1.4382 0.8813 0.527 -0.571 -0.038
H 2.9078 1.6162 2.9058 -0.002 0.012 0.013
H 2.5604 3.2170 3.5401 0.008 -0.020 -0.012
H 2.7006 4.2802 1.4826 -0.002 -0.005 -0.017
H 4.0532 3.1996 1.5863 0.000 -0.007 -0.002
H 4.2700 3.8133 -0.7857 -0.004 0.000 0.005
H 3.5941 3.2767 -3.1183 0.004 0.003 -0.010
H 1.5206 1.9062 -3.4746 -0.005 -0.017 0.000
H 0.3010 1.0772 -1.4876 0.025 0.008 0.020
H 1.2516 1.2126 4.4456 -0.017 -0.019 -0.025
H 0.4264 2.7766 4.6176 0.026 -0.030 0.005
H -1.7968 2.3701 5.4251 0.009 0.015 -0.002
H -3.9366 1.0725 5.3268 -0.013 0.006 0.007
H -4.0268 -0.8904 3.7336 0.001 -0.010 -0.009
H -2.0747 -1.4116 2.3500 -0.024 0.019 0.014
H -0.1583 4.0021 2.8048 0.031 -0.001 -0.014
H 0.6213 3.7152 1.2492 0.032 -0.036 0.015
H -2.3942 4.3131 2.0939 0.007 0.005 0.013
H -4.4635 3.4154 1.0138 -0.005 0.003 0.001
H -4.2934 1.1917 -0.1778 -0.011 -0.019 -0.006
H -2.1364 0.0078 -0.1962 -0.007 -0.007 -0.005
C 3.2317 -0.6906 -0.5155 -0.012 -0.036 -0.011
O 3.0847 -0.1245 0.7847 0.023 0.005 0.034
C 3.8872 -0.7496 1.7678 0.009 -0.051 0.009
C 3.0328 -1.6775 2.5893 0.053 -0.003 -0.003
O 2.0318 -0.8816 3.2077 -0.018 0.021 -0.103
C 1.2828 -1.6511 4.1483 -0.032 -0.028 0.038
H 3.3931 -1.7685 -0.4557 -0.002 0.005 0.008
H 4.0720 -0.2187 -1.0345 -0.011 -0.008 0.004
H 2.3073 -0.5255 -1.0614 0.051 -0.009 -0.003
H 4.3042 0.0297 2.4113 -0.003 -0.004 -0.006
H 4.7205 -1.2926 1.3117 -0.020 0.003 0.009
H 3.6398 -2.1748 3.3560 -0.016 0.003 -0.015
H 2.5564 -2.4335 1.9530 0.016 0.010 0.013
H 1.9704 -2.1607 4.8303 0.002 0.006 -0.011
H 0.6567 -2.3787 3.6284 0.002 -0.001 0.018
H 0.6443 -0.9740 4.7052 -0.019 -0.001 -0.003
C 0.7900 -3.2005 -0.8108 0.018 0.024 0.014
C -0.2806 -2.6511 0.1410 0.012 -0.195 -0.008
C -0.4700 -3.6661 1.2788 -0.010 0.030 0.014
C -1.5980 -2.5346 -0.6394 0.025 0.041 0.026
N 0.1108 -1.3749 0.6768 -0.021 0.694 0.238
H 0.4838 -4.1658 -1.2248 -0.001 0.001 -0.001
H 1.7314 -3.3466 -0.2759 0.006 -0.004 0.012
H 0.9589 -2.5095 -1.6372 -0.006 0.002 -0.013
H -0.7962 -4.6361 0.8934 -0.001 0.004 -0.008
H -1.2124 -3.3121 1.9961 0.010 -0.019 -0.007
H 0.4728 -3.8133 1.8107 0.009 -0.003 0.002
H -1.4687 -1.8453 -1.4767 -0.006 0.018 -0.022
H -2.3959 -2.1608 0.0055 -0.003 -0.003 0.004
H -1.9049 -3.5050 -1.0397 0.013 -0.010 0.007
C -2.2768 -2.9372 -5.5771 -0.015 0.006 -0.007
N -1.0578 -2.1403 -5.5137 0.006 0.014 0.026
C 0.1390 -2.8582 -5.9127 0.015 0.016 -0.019
C -0.9489 -1.0864 -4.6568 -0.200 -0.018 0.139
S 0.4750 -0.7113 -3.8723 0.136 -0.026 -0.093
N -2.0982 -0.3714 -4.4510 0.121 0.013 -0.072
C -2.1346 0.6185 -3.3880 -0.020 0.006 -0.001
C -2.9678 -0.0364 -5.5719 -0.026 -0.013 0.009
H -2.0504 -3.9593 -5.2640 -0.004 0.002 0.007
H -2.6833 -2.9707 -6.5906 -0.002 -0.008 0.004
H -3.0281 -2.5325 -4.9051 0.005 -0.009 -0.003
H -0.1059 -3.4678 -6.7823 0.000 -0.006 -0.005
H 0.5062 -3.5019 -5.1078 0.003 -0.005 -0.010
H 0.9267 -2.1565 -6.1724 -0.001 -0.012 0.008
H -1.6964 0.2157 -2.4799 -0.039 0.007 -0.007
H -3.1778 0.8738 -3.2010 0.013 0.007 0.029
H -1.5866 1.5269 -3.6598 -0.002 0.005 -0.005
H -2.7345 -0.6429 -6.4397 0.009 -0.003 -0.017
H -2.8255 1.0146 -5.8435 -0.008 0.000 0.015
H -4.0157 -0.1831 -5.3043 -0.006 -0.007 -0.014
```
Forces are in eV/Å.

Properties
- electronic energy (Eh) = -3031.33219
- orbital gap (spin up / spin down) (eV) = 4.34 / 4.19
- HOMO energy (spin up / spin down) (Eh) = -0.1421 / -0.1367
- net charge = 0

Atomic partial charges in e from the Löwdin method, atoms 1 to 6:
1 Ti 0.903
2 C -0.172
3 C -0.115
4 C -0.270
5 C -0.025
6 C -0.056

# 5
This record from the OMol25 dataset describes C2H2BeFO as an isolated structure. The level of theory is ωB97M-V/def2-TZVPD.

XYZ file:
```
7
Properties=species:S:1:pos:R:3:forces:R:3
F 1.2854 0.2794 0.0524 -1.511 0.603 0.309
O -0.5157 -0.7388 0.7409 -7.407 8.128 -6.909
C -0.1315 0.1940 -0.0327 2.063 1.668 -3.878
C -0.7178 0.8028 -1.0747 0.149 -0.397 0.988
Be 0.0633 -1.5150 1.4347 6.652 -10.020 8.955
H -0.1708 1.5357 -1.6630 -0.105 -0.366 0.195
H -1.7277 0.5110 -1.3567 0.159 0.384 0.340
```
Forces are in eV/Å.

Properties
- energy above the lowest of the compared OMol25 structures with the same formula, charge and spin (eV) = 0.2679
- multiplicity = 2
- electronic energy (Eh) = -267.16187
- orbital gap (spin up / spin down) (eV) = 8.10 / 9.36
- HOMO energy (spin up / spin down) (Eh) = -0.2750 / -0.3566
- net charge = 0

Atomic partial charges in e from the natural (NBO) method, atoms 1 to 6:
1 F -0.376
2 O -1.115
3 C 0.660
4 C -0.558
5 Be 0.934
6 H 0.232

# 6
This record from the OMol25 dataset describes an isolated ion of composition C3H4N3O3 and charge -1. The level of theory is ωB97M-V/def2-TZVPD.

XYZ file:
```
13
Properties=species:S:1:pos:R:3:forces:R:3
C -0.1609 0.0704 -0.3062 -0.360 1.164 -0.784
N 0.2884 0.5435 0.9760 -2.246 0.135 3.267
N 1.6377 0.4269 1.3005 1.035 2.123 -2.182
O 2.1389 -0.8507 0.9570 0.755 -1.885 0.463
C 3.0967 -0.8082 -0.0597 -1.912 0.727 -0.939
O 3.7085 -1.7881 -0.3933 0.246 -0.381 0.581
N 3.0348 0.3904 -0.7135 2.116 -1.452 -0.451
C 2.4566 1.2836 -0.0200 -2.269 1.672 1.639
O 2.2724 2.4738 -0.1683 -0.079 -0.683 0.629
H -1.2613 0.1842 -0.5667 1.267 -0.052 0.928
H 0.4035 0.6362 -1.0582 -0.280 -0.041 -0.054
H 0.1639 -0.9207 -0.3780 0.004 -1.933 -0.721
H -0.3281 0.2228 1.8294 1.724 0.607 -2.375
```
Forces are in eV/Å.

Properties
- energy above the lowest of the compared OMol25 structures with the same formula, charge and spin (eV) = 0.4372
- electronic energy (Eh) = -506.70181
- orbital gap (eV) = 8.61
- HOMO energy (Eh) = -0.1713
- net charge = -1

Atomic partial charges in e from the natural (NBO) method, atoms 1 to 6:
1 C -0.444
2 N -0.486
3 N -0.110
4 O -0.455
5 C 0.853
6 O -0.646